## P
# C9H13N4

2 unconnected molecules or ions with the total composition C9H13N4 (ωB97M-V with the def2-TZVPD basis set, OMol25).

Geometry as ORCA input:
```
! RIJCOSX wB97M-V def2-TZVPD def2/J DEFGRID3
* xyz 1 1
C -0.063 -3.216 -0.698
C 0.380 -2.271 0.133
C 1.629 1.661 -2.096
C 1.029 0.596 -1.530
C -1.532 -1.708 -0.809
C 0.649 2.321 -0.287
C 0.330 -0.149 2.177
C -1.783 0.699 1.152
C -0.606 -0.184 1.020
N -1.239 -2.827 -1.272
N 1.440 2.754 -1.248
N -0.627 -1.264 0.202
N 0.432 1.043 -0.406
H 0.348 -4.096 -0.995
H 1.248 -2.321 0.661
H 2.272 1.794 -2.996
H 0.875 -0.448 -1.652
H -2.328 -1.105 -1.101
H 0.331 3.055 0.383
H 0.163 0.824 2.573
H 1.409 -0.369 1.863
H 0.192 -1.119 2.693
H -2.573 0.270 1.649
H -1.447 1.500 1.694
H -2.437 0.971 0.348
H 1.908 3.589 -1.458
*
```

Its orbital gap is 0.3320 Ha.

Here are the Mulliken charges for atoms 1 to 4, given in e: atom 1 (C): -0.6296, atom 2 (C): -0.4217, atom 3 (C): -0.6718, atom 4 (C): -0.2432


## Q
# C9H13N4

2 unconnected molecules or ions with the total composition C9H13N4 (ωB97M-V with the def2-TZVPD basis set, OMol25).

Geometry as ORCA input:
```
! RIJCOSX wB97M-V def2-TZVPD def2/J DEFGRID3
* xyz 1 1
C -3.415 -0.663 0.989
C -2.654 0.018 0.036
C 2.003 0.160 -1.784
C 1.660 1.539 -1.607
C -1.298 -0.978 1.564
C 0.279 0.381 -0.508
C -0.048 -1.301 2.392
C 1.103 -1.973 -0.914
C -0.091 2.793 -0.439
N -2.579 -1.279 1.895
N -1.364 -0.253 0.442
N 1.047 -0.534 -1.100
N 0.614 1.586 -0.747
H -4.517 -0.852 0.927
H -2.673 0.643 -0.782
H 2.920 -0.307 -2.296
H 1.915 2.445 -2.177
H -0.501 -1.364 3.404
H 0.257 -2.299 1.961
H 0.673 -0.467 2.392
H 1.812 -2.328 -1.667
H 0.997 -2.109 0.183
H 0.227 -2.469 -1.227
H -1.078 2.966 -0.917
H -0.414 2.811 0.607
H 0.646 3.587 -0.374
*
```

Its orbital gap is 0.2730 Ha.

Here are the Mulliken charges for atoms 1 to 4, given in e: atom 1 (C): -0.4846, atom 2 (C): -0.3423, atom 3 (C): -0.2053, atom 4 (C): -0.4494


## R
# C9H13N4

A gas-phase ion, C9H13N4 (charge +1) (ωB97M-V with the def2-TZVPD basis set, OMol25).

Geometry as ORCA input:
```
! RIJCOSX wB97M-V def2-TZVPD def2/J DEFGRID3
* xyz 1 1
C -3.650 0.634 -0.399
C -2.875 0.732 -1.590
C -3.034 0.396 0.816
C -1.465 0.735 -1.502
C -1.579 0.351 0.849
C -0.819 0.606 -0.284
C 2.055 -1.468 0.900
C 2.087 -0.244 1.458
C 1.194 -1.800 -0.251
N 0.603 0.474 -0.271
N 1.653 -2.266 -1.404
N 2.082 2.010 0.829
N 1.245 0.805 0.862
H -4.714 0.726 -0.420
H -3.328 1.109 -2.564
H -3.484 0.159 1.755
H -0.903 1.003 -2.333
H -1.046 0.108 1.753
H 2.650 -2.363 1.237
H 2.908 0.118 2.018
H 0.172 -2.000 0.027
H 1.023 -2.821 -1.976
H 2.659 -2.271 -1.700
H 2.306 2.267 -0.185
H 1.608 2.848 1.259
H 0.594 1.017 1.583
*
```

Its orbital gap (spin up / spin down) is 0.2681 / 0.2681 Ha.

Here are the Mulliken charges for atoms 1 to 4, given in e: atom 1 (C): -0.3906, atom 2 (C): -0.4995, atom 3 (C): -0.8389, atom 4 (C): -0.3148


Most stable = P


## P
# C19H24N4O3

A single C19H24N4O3 molecule (ωB97M-V with the def2-TZVPD basis set, OMol25).

Geometry as ORCA input:
```
! RIJCOSX wB97M-V def2-TZVPD def2/J DEFGRID3
* xyz 0 1
C 1.133 4.856 4.064
C 1.260 3.517 3.405
C 0.136 2.730 3.199
C 0.226 1.486 2.603
C 1.466 1.027 2.192
N 1.587 -0.261 1.581
C 0.930 -0.524 0.411
O 0.240 0.483 -0.104
C 0.998 -1.758 -0.196
C 0.313 -2.035 -1.438
N -0.371 -1.112 -2.009
N -0.995 -1.215 -3.181
C -1.949 -0.163 -3.436
C -3.206 -0.214 -2.544
C -3.592 -1.625 -2.092
C -3.591 -2.678 -3.205
C -2.239 -3.377 -3.352
C -1.145 -2.457 -3.904
C 1.774 -2.815 0.409
O 1.907 -3.946 -0.010
N 2.411 -2.428 1.589
C 2.370 -1.214 2.221
O 2.957 -0.995 3.253
C 2.599 1.801 2.385
C 2.510 3.043 2.995
C 3.745 3.863 3.206
H 0.097 5.066 4.315
H 1.498 5.644 3.405
H 1.725 4.890 4.978
H -0.830 3.092 3.520
H -0.654 0.880 2.458
H -0.158 0.132 -0.964
H 0.441 -3.045 -1.817
H -2.232 -0.236 -4.487
H -1.444 0.796 -3.288
H -3.041 0.391 -1.651
H -4.033 0.232 -3.098
H -4.589 -1.566 -1.651
H -2.912 -1.949 -1.301
H -3.882 -2.221 -4.154
H -4.335 -3.440 -2.968
H -1.933 -3.763 -2.377
H -2.337 -4.228 -4.029
H -1.373 -2.194 -4.941
H -0.183 -2.978 -3.897
H 2.970 -3.140 2.047
H 3.558 1.422 2.068
H 3.890 4.065 4.266
H 3.662 4.821 2.694
H 4.621 3.342 2.831
*
```

Its structure (SMILES) is Cc1ccc(-n2c(O)c(/C=N/N3CCCCCC3)c(=O)[nH]c2=O)cc1C. Its orbital gap is 0.3031 Ha.

Here are the Mulliken charges for atoms 1 to 4, given in e: atom 1 (C): -1.5274, atom 2 (C): 1.4239, atom 3 (C): -1.1971, atom 4 (C): -0.5463


## Q
# C19H24N4O3

A single C19H24N4O3 molecule (ωB97M-V with the def2-TZVPD basis set, OMol25).

Geometry as ORCA input:
```
! RIJCOSX wB97M-V def2-TZVPD def2/J DEFGRID3
* xyz 0 1
C 2.427 -3.568 -1.445
C 1.856 -2.642 -2.525
C 2.562 -2.982 -3.845
C 0.352 -2.860 -2.743
C 2.181 -1.169 -2.223
O 2.856 -0.521 -3.002
N 1.761 -0.582 -1.065
C 0.802 -1.020 -0.082
C -0.486 -0.178 -0.179
N -0.177 1.224 0.005
C -0.334 1.832 1.226
C 0.667 2.643 1.786
C 0.526 3.219 3.026
C -0.639 3.005 3.755
N -0.785 3.568 5.058
O 0.112 4.278 5.473
O -1.796 3.303 5.681
C -1.679 2.264 3.203
C -1.551 1.699 1.949
N -2.662 1.047 1.398
C -3.163 1.246 0.141
C -4.293 0.495 0.000
C -4.491 -0.195 1.217
C -3.482 0.174 2.058
C 0.826 1.662 -0.942
C 2.100 0.815 -0.853
H 3.496 -3.395 -1.340
H 1.968 -3.432 -0.471
H 2.278 -4.603 -1.744
H 3.630 -2.804 -3.761
H 2.184 -2.357 -4.650
H 2.397 -4.026 -4.100
H -0.041 -2.099 -3.415
H -0.228 -2.841 -1.826
H 0.197 -3.831 -3.209
H 0.552 -2.068 -0.200
H 1.241 -0.878 0.915
H -1.186 -0.527 0.577
H -0.936 -0.314 -1.168
H 1.592 2.793 1.253
H 1.315 3.816 3.457
H -2.603 2.166 3.752
H -2.689 1.925 -0.539
H -4.916 0.443 -0.870
H -5.286 -0.878 1.440
H -3.268 -0.133 3.063
H 1.043 2.719 -0.798
H 0.401 1.534 -1.944
H 2.810 1.113 -1.626
H 2.563 0.918 0.133
*
```

Its structure (SMILES) is CC(C)(C)C(=O)N1CCN(c2ccc([N+](=O)[O-])cc2-n2cccc2)CC1. Its orbital gap is 0.2888 Ha.

Here are the Mulliken charges for atoms 1 to 4, given in e: atom 1 (C): -1.5451, atom 2 (C): 1.9535, atom 3 (C): -1.8706, atom 4 (C): -1.5725


Most stable = P


## P
# CH2N2O2S

A single CH2N2O2S molecule (ωB97M-V with the def2-TZVPD basis set, OMol25).

Geometry as ORCA input:
```
! RIJCOSX wB97M-V def2-TZVPD def2/J DEFGRID3
* xyz 0 1
C -0.850 -0.380 0.617
N -1.902 0.166 -0.020
N 0.204 -0.512 -0.059
O -5.342 -0.737 0.028
O -3.187 -0.180 0.158
S -4.648 0.500 -0.035
H -1.003 -0.405 1.678
H 1.061 -0.976 0.359
*
```

Its orbital gap (spin up / spin down) is 0.2882 / 0.3081 Ha.

Here are the Mulliken charges for atoms 1 to 4, given in e: atom 1 (C): 0.1424, atom 2 (N): -0.2818, atom 3 (N): -0.5535, atom 4 (O): -0.3459


## Q
# CH2N2O2S

A single CH2N2O2S molecule (ωB97M-V with the def2-TZVPD basis set, OMol25).

Geometry as ORCA input:
```
! RIJCOSX wB97M-V def2-TZVPD def2/J DEFGRID3
* xyz 0 1
C -1.296 0.894 0.062
N -1.129 1.997 0.287
N 1.025 -0.095 -0.139
O -0.761 -1.194 1.366
O 0.165 -0.686 -1.069
S -1.241 -0.919 -0.034
H 1.426 0.767 -0.559
H 1.810 -0.765 0.087
*
```

Its orbital gap is 0.3819 Ha.

Here are the Mulliken charges for atoms 1 to 4, given in e: atom 1 (C): 0.4482, atom 2 (N): -0.3724, atom 3 (N): -0.4307, atom 4 (O): -0.4548


Most stable = Q